# 1
The following is a quantum chemistry calculation of an isolated molecule of C2H4Br2 in a non-equilibrium geometry, from the OMol25 dataset.

Last columns: bonded neighbours and bond lengths (Å).
CARTESIAN COORDINATES (ANGSTROEM)
1 Br -0.69005 -0.72140 2.03320  C2 1.970
2 C -0.49403 -0.57250 0.07820  Br1 1.970, C3 1.557, H5 1.090, H6 1.090
3 C 0.48645 0.62434 -0.09765  C2 1.557, Br4 1.948, H7 1.090, H8 1.090
4 Br 1.17504 0.46049 -1.91232  C3 1.948
5 H -1.48343 -0.37849 -0.33598  C2 1.090
6 H -0.15718 -1.44665 -0.47900  C2 1.090
7 H 1.27097 0.51034 0.65045  C3 1.090
8 H -0.10780 1.52386 0.06307  C3 1.090

Properties
Total energy ... -142223.6638 eV
SMILES string ... BrCCBr
Multiplicity ... 1
ΔE to the lowest compared entry with this formula, charge and spin ... 0.3100 eV
E_LUMO ... 0.7 eV
Molar mass ... 187.9 g mol⁻¹

# 2
The following is a quantum chemistry calculation of an isolated molecule of C2H4Br2 in a non-equilibrium geometry, from the OMol25 dataset.

Last columns: bonded neighbours and bond lengths (Å).
CARTESIAN COORDINATES (ANGSTROEM)
1 C 0.10427 0.08006 -0.34088  C2 1.458, H5 1.036, H6 1.001, H7 1.142
2 C -1.09557 -0.22577 0.42896  C1 1.458, Br3 1.945, Br4 2.250, H8 1.090
3 Br -2.08023 -1.83890 -0.03174  C2 1.945
4 Br -2.54200 1.45102 0.03035  C2 2.250
5 H 0.68590 0.66584 0.28430  C1 1.036
6 H 0.70687 -0.71823 -0.36942  C1 1.001
7 H -0.14486 0.66496 -1.28980  C1 1.142
8 H -1.05168 -0.26392 1.51730  C2 1.090

Properties
Total energy ... -142222.8198 eV
SMILES string ... CC(Br)Br
Multiplicity ... 1
ΔE to the lowest compared entry with this formula, charge and spin ... 1.1540 eV
E_LUMO ... -0.3 eV
Molar mass ... 187.9 g mol⁻¹

# 3
The following is a quantum chemistry calculation of a cluster of 2 separate species, C2H4Br2N in total in a non-equilibrium geometry, from the OMol25 dataset.

Last columns: bonded neighbours and bond lengths (Å).
CARTESIAN COORDINATES (ANGSTROEM)
1 C 0.08095 -0.53690 -0.77386  N3 1.287, H6 1.128, H7 1.109
2 C 0.52420 0.08299 1.49937  Br4 1.765, Br5 1.833
3 N -0.73993 0.41827 -1.03878  C1 1.287, H8 0.996, H9 0.993
4 Br -0.89190 0.51238 2.46169  C2 1.765
5 Br 2.35236 0.08340 1.63729  C2 1.833
6 H 1.19440 -0.59091 -0.94924  C1 1.128
7 H -0.32927 -1.45089 -0.29805  C1 1.109
8 H -0.47318 1.16228 -1.64475  N3 0.996
9 H -1.71762 0.31937 -0.89368  N3 0.993

Properties
Total energy ... -143702.1892 eV
Total charge ... +1
Multiplicity ... 3
ΔE to the lowest compared entry with this formula, charge and spin ... 0.0000 eV
E_LUMO (alpha / beta) ... -4.9 / -6.4 eV
Molar mass ... 201.9 g mol⁻¹